Record 1
This record from the OMol25 dataset describes 12 unconnected molecules or ions with the total composition C32H92N4O20. The level of theory is ωB97M-V/def2-TZVPD.

Results
Structure (SMILES): COC[C@H](C)N.COC[C@H](C)N.COC[C@H](C)N.COC[C@H](C)N.OCCO.OCCO.OCCO.OCCO.OCCO.OCCO.OCCO.OCCO
2S+1: 1
Energy above the lowest of the compared OMol25 structures with the same formula, charge and spin, eV: 7.011
Highest occupied orbital energy, eV: -8.9
E_tot, Ha: -2997.8043
M, g/mol: 853.10

Atoms and positions in Å:
C (3.692, 6.132, -3.968)
C (4.738, 5.956, -5.039)
C (6.090, 5.509, -4.432)
O (6.742, 6.465, -3.654)
C (7.911, 5.983, -3.006)
N (4.118, 5.103, -6.045)
H (3.363, 5.157, -3.608)
H (2.932, 6.675, -4.532)
H (4.069, 6.690, -3.111)
H (4.864, 6.903, -5.565)
H (6.719, 5.331, -5.305)
H (5.890, 4.586, -3.886)
H (8.699, 5.753, -3.723)
H (7.672, 5.098, -2.415)
H (8.211, 6.757, -2.299)
H (4.799, 4.949, -6.775)
H (3.354, 5.616, -6.460)
C (7.914, -0.765, -0.573)
C (7.877, 0.140, -1.782)
C (9.160, -0.011, -2.624)
O (9.312, 0.938, -3.629)
C (10.566, 0.904, -4.344)
N (6.655, -0.235, -2.432)
H (7.926, -1.828, -0.814)
H (7.033, -0.682, 0.063)
H (8.791, -0.521, 0.027)
H (7.542, 1.103, -1.397)
H (9.085, -1.009, -3.056)
H (9.999, 0.174, -1.954)
H (11.299, 1.314, -3.649)
H (10.452, 1.426, -5.294)
H (10.967, -0.079, -4.589)
H (5.848, 0.094, -1.923)
H (6.656, 0.225, -3.331)
C (-11.747, -0.526, -1.757)
C (-10.836, -0.040, -0.545)
C (-9.362, 0.175, -0.889)
O (-8.791, -1.089, -1.170)
C (-7.394, -0.988, -1.446)
N (-11.433, 1.242, -0.221)
H (-11.257, -1.413, -2.157)
H (-11.650, 0.197, -2.567)
H (-12.799, -0.665, -1.507)
H (-10.928, -0.662, 0.345)
H (-8.849, 0.619, -0.035)
H (-9.285, 0.887, -1.710)
H (-6.906, -1.963, -1.448)
H (-6.925, -0.338, -0.707)
H (-7.224, -0.602, -2.452)
H (-10.800, 1.695, 0.423)
H (-11.485, 1.830, -1.040)
C (-6.596, -2.563, 4.677)
C (-7.117, -1.404, 5.581)
C (-8.243, -1.979, 6.525)
O (-7.644, -3.045, 7.373)
C (-8.560, -3.734, 8.184)
N (-6.154, -0.761, 6.367)
H (-5.954, -2.231, 3.862)
H (-7.376, -3.040, 4.083)
H (-6.195, -3.382, 5.273)
H (-7.494, -0.579, 4.978)
H (-9.141, -2.345, 6.028)
H (-8.549, -1.213, 7.238)
H (-9.460, -4.016, 7.637)
H (-8.906, -3.227, 9.085)
H (-8.120, -4.616, 8.649)
H (-5.906, -1.490, 7.020)
H (-6.718, -0.295, 7.063)
C (3.695, -2.294, 6.598)
C (2.332, -1.703, 6.998)
O (2.232, -0.262, 6.748)
O (3.569, -3.713, 6.657)
H (4.560, -1.922, 7.146)
H (4.003, -2.131, 5.566)
H (2.008, -1.952, 8.009)
H (1.442, -1.972, 6.429)
H (1.279, -0.186, 6.655)
H (4.242, -4.105, 7.219)
C (1.173, 0.384, 1.424)
C (0.035, -0.663, 1.356)
O (0.430, -1.721, 0.524)
O (1.449, 0.908, 0.169)
H (2.093, 0.093, 1.932)
H (0.794, 1.214, 2.021)
H (-0.937, -0.288, 1.033)
H (0.031, -1.229, 2.288)
H (0.905, -1.455, -0.267)
H (0.657, 1.292, -0.216)
C (-1.955, 3.360, 5.811)
C (-0.841, 4.382, 5.417)
O (0.359, 4.346, 6.244)
O (-1.664, 2.020, 5.537)
H (-2.955, 3.715, 5.561)
H (-2.022, 3.387, 6.899)
H (-1.260, 5.381, 5.540)
H (-0.705, 4.389, 4.336)
H (0.611, 3.422, 6.311)
H (-2.531, 1.620, 5.638)
C (-1.897, -6.680, -0.116)
C (-2.471, -6.019, 1.152)
O (-1.372, -5.582, 1.927)
O (-2.861, -6.680, -1.166)
H (-1.587, -7.661, 0.246)
H (-0.985, -6.166, -0.420)
H (-3.043, -6.744, 1.732)
H (-3.137, -5.192, 0.909)
H (-0.849, -4.975, 1.398)
H (-2.513, -6.125, -1.868)
C (4.747, 5.849, 1.287)
C (5.550, 5.240, 2.407)
O (6.720, 5.949, 2.650)
O (4.268, 7.136, 1.697)
H (3.824, 5.287, 1.146)
H (5.332, 5.843, 0.368)
H (5.755, 4.196, 2.170)
H (4.991, 5.373, 3.333)
H (7.028, 5.920, 3.559)
H (5.037, 7.711, 1.717)
C (3.476, -8.878, -4.921)
C (2.837, -7.502, -4.968)
O (2.844, -6.769, -3.706)
O (3.091, -9.675, -6.026)
H (3.130, -9.370, -4.012)
H (4.551, -8.717, -4.844)
H (1.762, -7.649, -5.071)
H (3.239, -6.885, -5.772)
H (2.262, -6.015, -3.823)
H (3.142, -10.589, -5.740)
C (-2.499, 3.808, -4.352)
C (-3.102, 3.555, -2.958)
O (-1.982, 3.476, -2.027)
O (-3.542, 3.289, -5.193)
H (-1.598, 3.222, -4.535)
H (-2.227, 4.857, -4.473)
H (-3.579, 2.575, -2.935)
H (-3.812, 4.308, -2.614)
H (-1.754, 4.367, -1.751)
H (-3.108, 2.828, -5.914)
C (0.106, -1.876, -5.155)
C (-1.263, -2.572, -4.766)
O (-1.309, -4.000, -4.893)
O (1.129, -1.957, -4.082)
H (-0.097, -0.817, -5.318)
H (0.470, -2.270, -6.104)
H (-2.001, -2.148, -5.447)
H (-1.584, -2.244, -3.777)
H (-1.131, -4.270, -5.797)
H (1.840, -1.372, -4.355)



Record 2
This record from the OMol25 dataset describes 22 unconnected molecules or ions with the total composition C32H93NO25. The level of theory is ωB97M-V/def2-TZVPD.

Results
2S+1: 1
Highest occupied orbital energy, eV: -8.7
E_tot, Ha: -3209.9919
M, g/mol: 892.08

Atoms and positions in Å:
O (3.049, -1.840, -0.455)
C (2.995, -1.554, -1.779)
O (2.779, -2.693, -2.685)
C (3.205, 0.013, -2.213)
C (1.979, 0.660, -3.090)
C (0.474, 0.164, -2.633)
C (-0.471, 1.124, -1.642)
C (-2.001, 0.606, -1.206)
C (-2.467, -0.835, -1.833)
C (-1.573, -1.808, -2.804)
C (-0.074, -1.300, -3.229)
C (-2.431, -3.162, -3.150)
O (-2.058, -4.111, -4.012)
N (-3.694, -3.136, -2.269)
C (-3.854, -1.702, -1.721)
O (-5.037, -1.278, -1.266)
H (3.280, -3.518, -2.373)
H (4.178, 0.044, -2.897)
H (3.355, 0.695, -1.267)
H (2.010, 1.834, -2.888)
H (2.153, 0.543, -4.265)
H (-0.079, 2.162, -1.236)
H (-2.725, 1.214, -0.516)
H (0.583, -1.969, -3.931)
H (-3.393, -3.695, -1.424)
C (-5.231, -6.682, -1.402)
O (-3.957, -6.077, -1.279)
H (-5.480, -7.181, -0.463)
H (-5.981, -5.915, -1.615)
H (-5.209, -7.419, -2.209)
H (-3.764, -5.643, -2.127)
C (1.082, 2.133, 1.953)
O (-0.218, 2.104, 1.395)
H (1.759, 2.625, 1.252)
H (1.064, 2.691, 2.892)
H (1.426, 1.111, 2.132)
H (-0.796, 1.661, 2.039)
C (-6.869, -2.281, -4.249)
O (-7.101, -1.290, -3.264)
H (-7.791, -2.442, -4.814)
H (-6.083, -1.944, -4.928)
H (-6.573, -3.215, -3.766)
H (-6.267, -1.169, -2.780)
C (-3.485, 0.891, -4.561)
O (-2.211, 1.496, -4.438)
H (-3.734, 0.392, -3.622)
H (-4.234, 1.657, -4.774)
H (-3.463, 0.154, -5.368)
H (-2.017, 1.930, -5.286)
C (1.363, -3.281, -6.697)
O (0.269, -2.431, -6.410)
H (2.263, -2.674, -6.817)
H (1.507, -3.983, -5.873)
H (1.169, -3.827, -7.624)
H (-0.515, -2.998, -6.309)
C (-1.973, 1.699, 5.378)
O (-1.682, 0.798, 4.326)
H (-1.455, 2.642, 5.192)
H (-3.051, 1.878, 5.417)
H (-1.629, 1.277, 6.326)
H (-2.155, -0.030, 4.518)
C (-2.657, 5.054, 0.296)
O (-1.295, 5.335, 0.036)
H (-3.277, 5.795, -0.214)
H (-2.903, 4.057, -0.077)
H (-2.842, 5.108, 1.372)
H (-0.770, 4.662, 0.502)
C (0.128, -2.250, 5.412)
O (0.167, -0.920, 5.897)
H (0.311, -2.936, 6.243)
H (-0.856, -2.454, 4.983)
H (0.904, -2.385, 4.654)
H (0.002, -0.335, 5.138)
C (-5.498, 6.455, 2.283)
O (-4.823, 5.338, 2.830)
H (-5.978, 6.158, 1.348)
H (-6.259, 6.802, 2.987)
H (-4.780, 7.255, 2.084)
H (-4.407, 5.632, 3.658)
C (5.199, -1.388, -7.782)
O (3.835, -1.362, -8.159)
H (5.293, -1.908, -6.825)
H (5.778, -1.920, -8.541)
H (5.569, -0.365, -7.676)
H (3.783, -0.895, -9.011)
C (5.355, 3.334, -0.244)
O (4.441, 2.701, -1.120)
H (5.091, 3.085, 0.786)
H (6.367, 2.979, -0.454)
H (5.302, 4.417, -0.380)
H (4.700, 2.941, -2.026)
C (3.943, -4.702, -7.871)
O (5.305, -4.422, -8.132)
H (3.323, -3.961, -8.382)
H (3.697, -5.700, -8.245)
H (3.758, -4.649, -6.796)
H (5.830, -5.095, -7.666)
C (-2.760, -1.992, 8.170)
O (-2.678, -1.110, 7.065)
H (-3.799, -2.305, 8.297)
H (-2.138, -2.870, 7.984)
H (-2.424, -1.477, 9.073)
H (-1.745, -0.849, 6.976)
C (3.999, -3.014, 3.726)
O (2.635, -2.988, 3.349)
H (4.093, -3.533, 4.683)
H (4.578, -3.546, 2.967)
H (4.369, -1.991, 3.832)
H (2.583, -2.521, 2.497)
C (2.902, 5.270, 2.377)
O (3.577, 4.152, 2.924)
H (2.422, 4.973, 1.442)
H (2.141, 5.617, 3.081)
H (3.620, 6.069, 2.178)
H (3.993, 4.446, 3.752)
C (-4.845, 6.408, -2.648)
O (-4.507, 7.215, -1.536)
H (-5.425, 5.549, -2.301)
H (-5.444, 6.989, -3.353)
H (-3.932, 6.055, -3.134)
H (-3.993, 7.968, -1.874)
C (-6.829, -6.999, 2.524)
O (-5.856, -7.762, 1.834)
H (-7.789, -7.104, 2.014)
H (-6.921, -7.365, 3.549)
H (-6.534, -5.946, 2.526)
H (-5.015, -7.649, 2.310)
C (8.572, 3.985, 2.608)
O (7.272, 3.955, 2.050)
H (9.249, 4.477, 1.907)
H (8.554, 4.543, 3.547)
H (8.916, 2.963, 2.787)
H (6.693, 3.513, 2.694)
C (-2.198, 1.172, 10.193)
O (-1.523, 0.054, 10.740)
H (-2.678, 0.874, 9.258)
H (-2.959, 1.518, 10.897)
H (-1.480, 1.971, 9.994)
H (-1.107, 0.348, 11.568)
C (7.155, -1.884, -11.088)
O (7.493, -1.076, -9.976)
H (6.575, -2.742, -10.741)
H (6.556, -1.302, -11.793)
H (8.068, -2.236, -11.574)
H (8.007, -0.323, -10.314)
C (1.520, 1.097, 10.834)
O (1.289, 2.088, 11.818)
H (0.599, 0.936, 10.269)
H (2.307, 1.434, 10.154)
H (1.817, 0.163, 11.317)
H (2.123, 2.209, 12.303)